# 1
Formula: C17H17F8IN3
Source: OMol25
Level of theory: the ωB97M-V functional and the def2-TZVPD basis

Net charge = +1
Multiplicity = 1
Structure (SMILES) = C#C[C@]1(C[C@@H](C)I)[C@H](C(F)(F)C(F)(F)C(F)(F)F)N[C@@H](F)C[N@H+]1c1ccncc1
E_HOMO = -12.22 eV

Last column: Mulliken charge in e.
CARTESIAN COORDINATES (ANGSTROEM)
C: -1.03822 -0.82176 2.64716  -1.3004
C: -0.55314 -0.57890 1.32612  -0.7718
C: -0.43552 -0.19481 -0.26275  2.2512
C: -1.66271 0.72646 -0.85375  -0.3126
C: -2.98467 0.90647 0.07474  -0.9489
C: -3.79310 -0.45142 0.49244  -0.6833
I: -2.70702 2.32978 1.77562  0.0595
C: -0.50501 -1.57833 -1.12945  -0.9639
C: 0.00152 -2.96502 -0.44190  0.4753
F: -0.10329 -3.94567 -1.60393  -0.3318
F: -1.01170 -3.56302 0.50959  -0.2892
C: 1.53995 -3.10490 0.02023  0.6093
F: 1.90777 -4.55541 -0.23098  -0.2955
F: 2.53892 -2.35516 -0.80429  -0.2511
C: 1.93814 -2.85343 1.57220  0.5578
F: 3.15888 -3.71632 1.81756  -0.2504
F: 0.97029 -3.26626 2.60201  -0.1904
F: 2.43564 -1.46045 1.87679  -0.2471
N: 0.00641 -1.53532 -2.53718  -0.1109
C: 1.03393 -0.51623 -2.85516  0.1943
F: 0.75684 -0.02513 -4.25748  -0.3870
C: 1.12735 0.80691 -1.91528  -0.5638
N: 0.85122 0.57027 -0.44560  0.1343
C: 1.02133 1.84346 0.34890  0.4811
C: 1.57509 1.93429 1.88391  -0.3721
C: 1.72920 3.35583 2.60335  -0.2427
N: 1.49078 4.74474 2.12481  -0.4009
C: 1.04095 4.62640 0.71109  -0.2923
C: 0.76876 3.35364 -0.22223  -0.2701
H: -1.02097 -0.88037 3.83953  0.3303
H: -2.04367 0.27367 -1.89254  0.4346
H: -1.33254 1.83488 -1.15205  0.0930
H: -3.75862 1.50932 -0.61233  0.6333
H: -4.94921 -0.34281 0.21520  0.2977
H: -3.43175 -1.43888 -0.01433  0.1804
H: -3.76638 -0.55402 1.66752  0.2192
H: -1.68279 -1.76802 -1.26209  0.5422
H: -0.77355 -1.60395 -3.24758  0.4020
H: 2.13441 -0.97450 -2.92045  0.2746
H: 2.24844 1.20962 -1.99418  0.4090
H: 0.45998 1.63622 -2.41597  0.3321
H: 1.62872 -0.07649 -0.11176  0.6241
H: 1.84321 0.94729 2.47146  0.1894
H: 2.10543 3.31370 3.73819  0.2996
H: 0.85460 5.68860 0.19313  0.2900
H: 0.38608 3.51503 -1.32827  0.1618

Force components x, y, z for each atom (eV/Å):
4.4 2.2 -8.7
-3.8 -1.2 8.2
-2.9 -0.9 1.5
-1.0 1.1 -0.6
-1.4 -0.2 -1.9
-1.0 0.2 0.9
-0.1 -0.9 -1.0
-1.8 -0.7 -0.5
-2.1 -3.0 -2.2
0.4 2.9 3.5
3.7 2.4 -2.6
2.4 -3.3 -0.9
-1.3 4.8 1.0
-3.5 -1.6 2.4
3.0 -1.1 3.9
-4.3 3.2 -0.8
3.3 1.8 -4.1
-2.1 -4.3 -1.3
-0.3 1.8 0.6
1.2 0.0 -1.6
0.5 -0.9 3.6
1.3 1.2 -2.7
1.6 -0.2 0.2
1.1 6.7 4.0
-1.1 1.8 -2.2
-0.3 -0.2 -0.8
-1.0 -7.0 -4.4
0.0 -0.8 0.1
0.9 -1.4 2.6
-0.1 0.0 -3.3
0.9 0.7 2.3
-0.4 -2.5 1.0
2.0 -1.2 1.5
2.6 -0.1 0.5
-0.4 1.9 1.0
0.1 -0.1 -2.5
2.7 0.3 0.8
1.6 0.3 1.1
-2.6 0.8 0.0
-2.5 -0.9 0.3
1.1 -1.8 1.4
-0.9 0.9 -0.2
-0.6 2.4 -1.3
-0.9 0.0 -2.9
0.4 -2.7 1.2
0.9 -0.1 2.7

# 2
Formula: C11H24BI2NO20S5
Source: OMol25
Level of theory: the ωB97M-V functional and the def2-TZVPD basis

Net charge = 0
Multiplicity = 1
E_HOMO = -9.02 eV

Last column: Mulliken charge in e.
CARTESIAN COORDINATES (ANGSTROEM)
C: -6.64326 2.49029 -2.23813  -0.9317
C: -6.31617 2.17351 -0.78183  -0.3098
I: -7.82607 2.90145 0.54928  0.0974
C: -4.94649 2.68667 -0.40131  -0.8936
I: -4.79155 4.85377 -0.59442  0.1196
O: -4.61390 2.17475 0.87426  -0.1815
S: -3.63322 3.06895 1.82202  0.7509
O: -4.02768 2.78146 3.17610  -0.6022
O: -2.31340 2.15057 1.54172  -0.3435
B: -1.08604 2.75245 1.21958  0.4706
N: -0.86433 4.18425 1.24420  -0.4715
O: -0.09120 1.87054 0.88067  -0.4530
H: -5.73072 2.68774 -2.80091  0.0886
H: -7.20005 1.68171 -2.70913  0.3471
H: -7.26044 3.38458 -2.31151  0.4628
H: -6.30069 1.09927 -0.60523  0.5033
H: -4.21804 2.32325 -1.12792  0.5658
H: -1.01827 4.67329 0.37337  0.2318
H: -1.31051 4.69547 1.99347  0.2435
H: -0.25344 1.39684 0.04873  0.3483
C: 1.75883 -1.84130 -0.81157  -0.2510
C: 0.52152 -2.68101 -0.56835  -0.3100
O: -0.55655 -1.81357 -0.96660  -0.2804
S: -0.10006 -0.90333 -2.18527  1.0591
O: -0.54056 -1.45383 -3.41511  -0.5460
O: -0.41243 0.44609 -1.86225  -0.5641
O: 1.45948 -1.14845 -2.04432  -0.2805
H: 1.91373 -1.10812 -0.02235  0.3069
H: 2.65990 -2.42881 -0.94822  0.2394
H: 0.38878 -2.95278 0.47413  0.3124
H: 0.50100 -3.57502 -1.19321  0.2889
C: 6.91018 -2.14545 -0.29186  -0.2987
C: 7.32835 -1.01781 0.63134  -0.3082
O: 6.12443 -0.72172 1.36283  -0.3239
S: 5.28862 -2.04791 1.60061  0.9553
O: 5.55602 -2.57982 2.88930  -0.4547
O: 3.94973 -1.80919 1.19535  -0.4465
O: 6.03723 -2.94861 0.52542  -0.3271
H: 6.34835 -1.78015 -1.15201  0.2690
H: 7.74104 -2.76040 -0.62388  0.3092
H: 7.64398 -0.12311 0.10401  0.3136
H: 8.10129 -1.33012 1.33436  0.2760
C: -5.57029 0.73339 -6.52353  -0.2974
C: -4.13555 1.11575 -6.83194  -0.3170
O: -4.17974 2.54867 -6.91659  -0.3120
S: -5.25018 3.12665 -5.88756  1.0945
O: -4.59562 3.52315 -4.69252  -0.4909
O: -6.10576 4.01598 -6.58117  -0.5524
O: -6.00636 1.74886 -5.60550  -0.2879
H: -6.20089 0.76920 -7.41276  0.2731
H: -5.66094 -0.23599 -6.04208  0.3097
H: -3.77983 0.72097 -7.77878  0.2998
H: -3.45514 0.82818 -6.02887  0.2757
C: 4.86778 -3.42521 5.83801  -0.1737
C: 5.99149 -2.63674 6.47679  -0.2995
O: 5.57689 -2.50294 7.84507  -0.3243
S: 4.77581 -3.80373 8.30552  1.0859
O: 5.64430 -4.69754 8.98283  -0.5313
O: 3.56072 -3.38471 8.90191  -0.5338
O: 4.50640 -4.38512 6.84622  -0.3296
H: 4.00301 -2.79606 5.62446  0.2962
H: 5.17288 -3.94699 4.93820  0.2406
H: 6.11630 -1.64785 6.04662  0.2707
H: 6.93776 -3.17943 6.44477  0.3226

Force components x, y, z for each atom (eV/Å):
-0.2 0.2 0.1
0.0 0.1 -0.2
-0.1 -0.1 0.1
0.2 -0.2 0.2
-0.1 -0.1 -0.3
-0.3 0.3 -0.1
0.3 0.0 0.6
0.0 -0.1 -0.2
0.0 0.1 0.1
0.1 -0.2 -0.2
-0.2 -0.2 0.5
0.0 0.4 -0.8
0.0 -0.2 0.0
0.1 -0.1 0.0
0.1 0.1 0.0
0.0 0.0 0.1
0.0 0.1 0.0
0.4 0.0 0.0
-0.2 0.1 -0.2
0.0 -0.3 0.3
-0.1 0.1 0.2
0.1 -0.2 -0.1
0.0 0.1 0.1
0.0 -0.1 0.1
0.0 0.0 -0.1
-0.1 0.2 0.1
0.0 -0.1 -0.1
0.0 0.0 0.0
0.0 0.0 -0.1
-0.1 0.1 0.0
0.0 0.0 0.0
0.0 0.1 -0.1
0.2 -0.1 0.1
0.0 0.1 -0.1
0.0 0.0 0.0
0.0 0.0 0.1
0.0 0.0 0.1
0.1 0.0 0.0
0.0 0.0 0.0
0.0 -0.1 0.1
-0.1 0.1 0.0
0.0 0.0 0.0
0.0 0.0 -0.2
0.1 -0.1 0.2
-0.1 0.0 -0.2
0.1 0.0 -0.1
0.0 0.1 0.1
0.0 0.1 0.0
0.1 -0.1 0.1
0.0 0.0 0.0
0.0 0.1 0.1
0.0 0.1 -0.1
0.0 0.0 0.0
-0.1 0.1 -0.1
0.2 -0.1 -0.1
-0.1 0.1 0.0
0.0 0.0 0.0
0.0 -0.1 0.0
0.0 0.0 0.1
0.1 0.0 0.0
0.0 0.0 0.0
0.0 -0.1 0.1
-0.1 0.1 0.1
0.0 0.0 0.0

# 3
Formula: C4H17N2O2
Source: OMol25
Level of theory: the ωB97M-V functional and the def2-TZVPD basis

Net charge = +1
Multiplicity = 1
E_HOMO = -13.24 eV

Last column: Mulliken charge in e.
CARTESIAN COORDINATES (ANGSTROEM)
C: 0.75759 -0.06490 0.18198  -0.8855
N: -0.27836 -0.75395 -0.67637  -0.0731
C: -1.16143 -1.62369 0.12471  -0.7000
C: 0.02885 1.01900 1.03336  -0.4944
N: -0.68790 1.84887 0.01690  -0.3571
C: 0.20449 2.81018 -0.58192  -0.8686
H: 1.54236 0.33197 -0.52701  0.3344
H: 1.25714 -0.70604 0.86908  0.4328
H: -0.09349 -1.20075 -1.57762  0.3816
H: -1.28159 -1.19780 1.14842  0.2061
H: -0.60046 -2.58063 0.25692  0.3116
H: -2.17922 -1.71353 -0.33693  0.3374
H: 0.91647 1.42805 1.50053  0.2298
H: -0.64224 0.64473 1.78966  0.5366
H: -0.60357 0.19573 -1.01712  0.4457
H: -1.52515 2.32994 0.36273  0.2683
H: 0.86721 2.38204 -1.37088  0.2156
H: 0.87558 3.30825 0.19074  0.2921
H: -0.37236 3.55701 -1.09963  0.3929
H: 1.38296 -1.85365 -3.23693  0.3487
H: 0.46928 -0.75900 -3.68514  0.3422
O: 0.45269 -1.58369 -3.18574  -0.7313
H: 0.84304 -2.40564 3.18899  0.2930
H: -0.44495 -1.76177 3.63035  0.2965
O: 0.27305 -1.65074 3.00093  -0.5556

Force components x, y, z for each atom (eV/Å):
0.5 -0.3 -0.6
-0.1 1.9 0.4
-0.9 -0.1 0.8
0.4 -0.2 -2.5
0.2 -0.3 1.2
1.5 0.8 0.0
-1.0 0.0 0.9
0.2 -1.0 0.3
1.3 -0.4 0.0
0.1 -0.3 -1.0
-0.8 0.6 -0.3
1.1 -0.2 0.3
-0.2 1.1 0.5
-0.1 -0.3 0.0
-1.7 -0.8 0.6
0.6 -0.5 0.1
-0.4 0.0 0.6
-0.8 -0.4 -0.9
-0.2 0.4 -0.1
-0.2 -0.3 0.1
-0.3 0.0 -0.2
0.6 0.2 -0.1
0.1 0.1 0.0
-0.1 0.1 0.1
0.0 -0.2 0.0

# 4
Formula: C2H9N4P
Source: OMol25
Level of theory: the ωB97M-V functional and the def2-TZVPD basis

Net charge = 0
Multiplicity = 1
E_HOMO (spin up / spin down) = -8.13 / -8.13 eV

Last column: Mulliken charge in e.
CARTESIAN COORDINATES (ANGSTROEM)
C: 1.10363 0.93046 0.21049  -0.7566
C: 1.65253 -0.41629 -0.34474  -0.2530
N: -2.56675 -0.30270 -0.93533  -0.7584
N: -0.19007 1.26557 -0.23558  -0.3157
N: 0.77396 -1.44055 -0.11754  -0.6412
N: -1.74029 -0.08600 1.42822  -0.4936
P: -1.23608 -0.10153 -0.12995  0.6775
H: 1.12172 0.67152 1.27134  0.2175
H: 1.77154 1.83338 0.13009  0.3769
H: 2.04434 -0.40414 -1.31076  0.4425
H: 2.45462 -0.61244 0.37683  0.2505
H: -2.38796 -0.27722 -1.94106  0.2369
H: -0.22539 1.73888 -1.14046  0.2995
H: 0.82177 -2.11313 -0.81995  0.1890
H: -0.90264 0.11864 1.92281  0.2508
H: -2.49493 -0.80444 1.63557  0.2775

Force components x, y, z for each atom (eV/Å):
2.2 0.3 0.4
1.9 1.4 1.9
1.5 0.2 -0.7
-2.0 -0.9 -0.5
-4.7 1.3 2.0
-0.8 -0.8 -1.0
0.3 -0.7 -0.9
-0.5 0.5 0.3
-0.4 -1.1 -0.3
0.7 0.6 -1.9
0.8 0.3 -0.4
-0.3 -0.2 0.1
0.0 -0.3 0.3
-0.6 -1.2 -1.6
0.0 -0.5 1.9
2.0 1.3 0.2